1.
Molecular formula: C13H18O2
Method: DFT, ωB97M-V/def2-TZVPD

Structure (XYZ):
```
33
Properties=species:S:1:pos:R:3:mulliken_charge:R:1
C -4.76986 -1.38439 0.36622 -1.273
C -4.72740 0.11947 0.19376 -0.023
C -3.68514 0.93947 -0.07113 -1.014
C -2.28914 0.55453 -0.13567 0.924
C -1.92699 -0.70713 -0.71138 -0.755
C -0.59791 -1.16150 -0.69569 -0.322
C 0.39889 -0.27964 -0.29721 0.075
O 1.68444 -0.70253 -0.41193 -0.371
C 2.33157 -0.80279 0.80789 -0.284
C 3.75829 -1.29319 0.52653 -0.604
C 4.59975 -0.35586 -0.35686 -0.901
C 0.07524 1.01952 0.19236 0.396
O 1.07349 1.83671 0.62307 -0.547
C 1.70932 2.41381 -0.49811 -0.640
C -1.26101 1.41869 0.24106 -0.441
H -5.53593 -1.62285 1.09336 0.366
H -5.01283 -1.82707 -0.66649 0.226
H -3.81725 -1.79420 0.71576 0.419
H -5.67432 0.65143 0.24089 0.353
H -3.87146 1.99313 -0.04834 0.360
H -2.73156 -1.36782 -1.10989 0.426
H -0.22376 -2.12873 -1.05120 0.422
H 1.83324 -1.62413 1.40535 0.253
H 2.29261 0.15722 1.35298 0.353
H 3.66537 -2.22857 0.00639 0.278
H 4.21204 -1.45615 1.51730 0.382
H 5.64637 -0.69651 -0.33481 0.355
H 4.56906 0.67081 0.03381 0.230
H 4.15102 -0.41771 -1.42272 0.196
H 2.30118 1.68270 -1.07987 0.179
H 0.88706 2.90808 -1.11938 0.350
H 2.41503 3.11604 -0.06637 0.254
H -1.47941 2.36915 0.76032 0.379
```

SMILES   C/C=C\c1ccc(OCCC)c(OC)c1
ΔE to the lowest compared entry with this formula, charge and spin   2.026 eV
HOMO-LUMO gap   9.0160 eV
Lowest unoccupied orbital energy   0.9143 eV

2.
Molecular formula: C4H12NO2
Method: DFT, ωB97M-V/def2-TZVPD

Structure (XYZ):
```
19
Properties=species:S:1:pos:R:3:mulliken_charge:R:1
O 0.87065 0.68308 0.59856 -0.408
C 2.21234 0.93666 0.64991 0.106
C 3.16643 0.57882 -0.28739 -0.303
N -1.32799 1.07829 -1.23723 -0.208
C -1.84356 -0.25610 -0.98050 -0.215
C -2.51014 -0.47899 0.39601 -0.826
H 2.51189 1.44184 1.55870 0.379
H 2.93458 -0.11390 -1.12075 0.309
H 4.18352 0.92965 -0.01322 0.260
H -1.47477 1.59459 -2.09069 0.287
H -0.46129 1.12661 -0.80232 0.211
H -2.46731 -0.46262 -1.91109 0.390
H -1.14924 -1.11073 -1.02318 0.226
H -1.63389 -0.28670 1.07915 0.203
H -3.25562 0.32456 0.74624 0.316
H -3.03370 -1.47446 0.46871 0.279
H 0.50588 -1.24978 0.62288 0.276
H 0.27382 -2.58408 1.39228 0.280
O -0.09420 -1.97875 0.78715 -0.562
```

ΔE to the lowest compared entry with this formula, charge and spin   8.212 eV
HOMO-LUMO gap   3.6869 eV
Charge   +1
Lowest unoccupied orbital energy   -9.5433 eV

3.
Molecular formula: C5H4O2
Method: DFT, ωB97M-V/def2-TZVPD

Structure (XYZ):
```
11
Properties=species:S:1:pos:R:3:mulliken_charge:R:1
O 2.09869 -1.49573 -0.10067 -0.521
C 1.15785 -0.74094 -0.07537 0.578
C 1.12703 0.72569 0.10814 -0.456
C -0.13871 1.16252 0.15266 -0.343
C -1.17270 0.07061 0.02750 -0.423
C -0.32643 -1.16784 -0.22935 0.306
O -0.70090 -2.27335 -0.51620 -0.504
H 2.02173 1.33242 0.18675 0.415
H -0.42359 2.20436 0.27183 0.395
H -1.74815 -0.05786 0.95292 0.261
H -1.89481 0.24014 -0.77821 0.291
```

SMILES   O=C1C=CCC1=O
ΔE to the lowest compared entry with this formula, charge and spin   0.493 eV
HOMO-LUMO gap   8.7807 eV
Lowest unoccupied orbital energy   -0.6486 eV

Question: The highest ΔE to the lowest compared entry with this formula, charge and spin belongs to which entry?
Answer: C4H12NO2

Question: What is the formula in the third record?
Answer: C5H4O2

Question: Among the records above, which one has the highest lowest unoccupied orbital energy?
Answer: C13H18O2

Question: What is the HOMO-LUMO gap in the second record?
Answer: 3.6869 eV